No. 1
# C4H4O2

A structure of composition C4H4O2 (ωB97M-V/def2-TZVPD, the Open Molecules 2025 dataset).

XYZ file:
```
10
Properties=species:S:1:pos:R:3:lowdin_charge:R:1
O 1.8498 0.8363 1.7497 0.10
C 1.1887 0.4378 0.8311 -0.45
O 1.3660 0.0426 -0.3397 0.04
C -0.0901 -0.4759 -1.3152 -0.01
C -1.2090 -0.3315 -0.5155 -0.13
C -1.3551 0.0733 0.6702 0.06
H -0.0837 0.3838 1.0767 0.08
H 0.0729 0.2316 -2.1237 0.11
H 0.2839 -1.4742 -1.5262 0.11
H -2.0235 0.2761 1.4927 0.08
```

Output
ΔE to the lowest compared entry with this formula, charge and spin in eV: 3.842
Total energy in eV: -8303.23562
Charge: 0
Frontier orbital gap in eV: 8.968



No. 2
# C9H11FN2O3

An isolated molecule of C9H11FN2O3 (ωB97M-V/def2-TZVPD, the Open Molecules 2025 dataset).

XYZ file:
```
26
Properties=species:S:1:pos:R:3:lowdin_charge:R:1
C 2.6898 1.1846 0.0268 -0.10
C 3.9119 0.7333 -0.1025 0.02
C 1.4859 -1.0664 0.0094 -0.25
C 0.2427 0.9762 0.2459 -0.03
C 1.5307 0.4469 -0.4097 -0.21
C 3.6271 -1.6640 -0.7461 -0.20
C -0.6618 -0.3431 0.3108 -0.48
C -1.5086 -0.5626 -0.8454 -0.05
C -1.4986 -0.4886 1.6836 0.03
N 2.4901 -1.8451 -0.1646 0.19
N 5.2396 0.7982 0.2757 -0.45
O 5.5436 0.5928 1.4493 0.04
O 6.0489 0.9525 -0.6539 0.01
O 0.2956 -1.4277 0.4073 0.07
F 4.6673 -2.2358 -0.2309 0.12
H 2.4854 2.1107 0.4878 0.10
H 0.4237 1.2893 1.2707 0.12
H -0.3911 1.7597 -0.2138 0.14
H 1.5944 0.2011 -1.5499 0.20
H 3.7891 -1.5082 -1.8981 0.19
H -1.9922 -1.5526 -0.8707 0.10
H -1.0176 -0.6082 -1.7740 0.07
H -2.5338 -0.0638 -0.9813 0.13
H -2.5986 -0.5211 1.5316 0.09
H -1.0459 0.1860 2.3826 0.06
H -1.2042 -1.5225 1.9808 0.10
```

Output
ΔE to the lowest compared entry with this formula, charge and spin in eV: 6.394
Total energy in eV: -21343.58927
Charge: 0
Frontier orbital gap (alpha / beta) in eV: 7.578 / 7.579



No. 3
# C2H6NO2P

A structure of composition C2H6NO2P (ωB97M-V/def2-TZVPD, the Open Molecules 2025 dataset).

XYZ file:
```
12
Properties=species:S:1:pos:R:3:lowdin_charge:R:1
C -1.6654 0.3668 -0.2108 -0.71
C 1.2240 0.2589 -1.0076 -0.19
N -2.0055 -0.5645 0.5863 0.01
O -2.0184 0.9353 -1.2139 0.03
O 0.3147 2.6134 0.2705 -0.33
P 0.1220 1.1463 0.1989 0.94
H 2.0986 -0.2771 -0.6352 0.05
H 0.7860 -0.3015 -1.7509 0.01
H 1.6642 1.2046 -1.5423 0.09
H -2.7059 -1.2393 0.3071 0.11
H -1.0322 -0.6680 1.5435 -0.04
H -0.2795 -0.5662 2.0497 0.04
```

Output
ΔE to the lowest compared entry with this formula, charge and spin in eV: 4.072
Total energy in eV: -17041.69514
Charge: 0
Frontier orbital gap in eV: 7.606



No. 4
# C50H55ClN7O5P2PbS

A structure of composition C50H55ClN7O5P2PbS (ωB97M-V/def2-TZVPD, the Open Molecules 2025 dataset).

XYZ file:
```
122
Properties=species:S:1:pos:R:3:lowdin_charge:R:1
Pb -0.6262 -0.5792 1.0208 1.36
C -1.0647 -0.7541 4.4432 -0.18
C 0.3285 -0.2008 4.1145 -0.19
N 0.9834 -0.9669 3.0338 -0.14
C 1.3690 -2.3462 3.3637 -0.13
C 0.9310 -3.3733 2.3269 -0.27
C 1.5475 -4.6057 2.2036 -0.01
C 1.0212 -5.5203 1.2997 -0.03
C -0.1356 -5.2115 0.6014 0.00
C -0.7073 -3.9623 0.7915 -0.24
C -2.0086 -3.5534 0.1105 -0.13
N -2.5903 -2.3337 0.6820 -0.13
C -3.3745 -2.4817 1.9260 -0.17
C -2.5801 -2.2785 3.2140 -0.20
N -1.8962 -0.9672 3.2407 -0.12
N -0.1414 -3.0627 1.5958 0.04
H -1.5433 -0.0688 5.1421 0.13
H -0.9649 -1.7114 4.9569 0.11
H 0.9277 -0.1904 5.0291 0.13
H 0.2275 0.8294 3.7582 0.12
H 1.7935 -0.4565 2.7018 0.09
H 0.8836 -2.6336 4.2987 0.13
H 2.4431 -2.4301 3.5384 0.13
H 2.4208 -4.8485 2.7991 0.12
H 1.5022 -6.4803 1.1558 0.12
H -0.5872 -5.9231 -0.0807 0.13
H -2.7056 -4.3979 0.1618 0.13
H -1.7971 -3.3673 -0.9462 0.12
H -3.1818 -1.8984 -0.0158 0.08
H -3.8734 -3.4561 1.9723 0.13
H -4.1475 -1.7149 1.9006 0.11
H -1.8162 -3.0455 3.3204 0.10
H -3.2780 -2.3862 4.0515 0.13
H -2.5821 -0.2214 3.1373 0.11
O -4.3602 5.0307 3.0516 0.14
C -5.3487 4.3286 2.5529 -0.51
O -6.4900 4.7155 2.5709 0.07
C -5.0281 2.9847 1.9443 -0.03
C -6.0187 2.1379 1.4848 -0.58
Cl -7.6999 2.3242 1.4640 0.85
N -5.4258 1.0511 0.9422 -0.07
N -4.0888 1.1276 1.0387 0.12
C -3.8258 2.2791 1.6312 -0.11
C -2.3627 2.5846 1.8797 -0.57
O -2.0665 3.6332 2.4711 0.03
O -1.5246 1.7200 1.4778 -0.23
C -6.0133 -0.1393 0.4143 -0.22
C -5.5809 -0.5968 -0.8188 -0.03
C -6.0828 -1.7907 -1.3137 -0.07
C -7.0162 -2.5136 -0.5827 -0.07
C -7.4431 -2.0436 0.6539 -0.06
C -6.9387 -0.8550 1.1600 -0.04
H -3.4744 4.5860 2.8860 0.09
H -4.8643 -0.0130 -1.3882 0.11
H -5.7600 -2.1463 -2.2843 0.11
H -7.4166 -3.4400 -0.9753 0.11
H -8.1733 -2.6028 1.2261 0.11
H -7.2532 -0.4880 2.1292 0.11
C 5.8937 3.4406 -4.7225 -0.41
S 4.3124 3.8972 -3.9757 0.82
C 3.7582 2.2564 -3.4270 -0.52
C 2.2366 2.2438 -3.3516 -0.26
C 1.6178 0.9079 -2.9335 -0.24
N 1.5453 0.6258 -1.4763 -0.44
P 1.3471 1.6978 -0.1025 0.97
C 3.0258 2.4132 0.1489 -0.35
C 3.8703 1.7004 1.0029 -0.12
C 5.1755 2.1129 1.2337 -0.08
C 5.6490 3.2642 0.6187 -0.07
C 4.8121 3.9976 -0.2141 -0.07
C 3.5079 3.5802 -0.4418 -0.11
C 0.3747 3.1325 -0.6425 -0.38
C -0.5163 3.0991 -1.7141 -0.12
C -1.3390 4.1864 -1.9796 -0.07
C -1.3056 5.3004 -1.1523 -0.07
C -0.4426 5.3285 -0.0646 -0.06
C 0.3915 4.2509 0.1919 -0.10
P 1.7370 -0.9513 -0.8318 0.87
C 3.5431 -1.2538 -0.7074 -0.37
C 4.0004 -2.0393 0.3503 -0.12
C 5.3616 -2.2404 0.5524 -0.07
C 6.2805 -1.6350 -0.2950 -0.07
C 5.8342 -0.8564 -1.3559 -0.06
C 4.4742 -0.6760 -1.5658 -0.08
C 1.2467 -2.1132 -2.1480 -0.36
C 1.9767 -3.2680 -2.4304 -0.08
C 1.4810 -4.2053 -3.3308 -0.07
C 0.2584 -3.9986 -3.9564 -0.08
C -0.4863 -2.8621 -3.6626 -0.08
C -0.0049 -1.9340 -2.7498 -0.12
H 6.3331 4.3547 -5.1180 0.03
H 5.7340 2.7365 -5.5379 0.03
H 6.5634 3.0135 -3.9764 0.03
H 4.2053 2.0545 -2.4531 0.05
H 4.1184 1.5266 -4.1578 0.08
H 1.8441 2.4942 -4.3387 0.12
H 1.9004 3.0288 -2.6760 0.07
H 2.1729 0.0915 -3.3976 0.11
H 0.6095 0.8619 -3.3487 0.09
H 3.5001 0.8028 1.4872 0.08
H 5.8167 1.5384 1.8938 0.11
H 6.6663 3.5956 0.7939 0.11
H 5.1738 4.8982 -0.6970 0.11
H 2.8735 4.1747 -1.0885 0.10
H -0.5533 2.2301 -2.3672 0.09
H -2.0075 4.1631 -2.8330 0.11
H -1.9562 6.1435 -1.3514 0.11
H -0.4392 6.1826 0.6024 0.12
H 1.0529 4.2736 1.0506 0.12
H 3.2763 -2.5005 1.0147 0.08
H 5.7057 -2.8629 1.3712 0.11
H 7.3434 -1.7691 -0.1296 0.11
H 6.5493 -0.3874 -2.0231 0.11
H 4.1367 -0.0795 -2.4029 0.08
H 2.9342 -3.4342 -1.9507 0.10
H 2.0577 -5.0972 -3.5488 0.11
H -0.1151 -4.7220 -4.6715 0.11
H -1.4433 -2.7011 -4.1448 0.11
H -0.6068 -1.0658 -2.4921 0.09
O -2.4659 0.2192 -1.0774 -0.16
H -2.0407 1.0317 -1.3884 0.02
H -3.0770 0.5265 -0.3746 -0.02
```

Output
ΔE to the lowest compared entry with this formula, charge and spin in eV: 0.411
Total energy in eV: -120592.56029
Charge: +1
Frontier orbital gap in eV: 8.044



No. 5
# C11H43NO11

A structure of composition C11H43NO11 (ωB97M-V/def2-TZVPD, the Open Molecules 2025 dataset).

XYZ file:
```
66
Properties=species:S:1:pos:R:3:lowdin_charge:R:1
C -27.8522 -8.2355 13.4404 -0.14
C -27.0603 -8.4818 12.1957 -0.20
O -27.7738 -8.0825 11.1208 -0.14
H -27.2968 -8.4278 14.3583 0.07
H -28.7186 -8.8961 13.4715 0.14
H -28.1670 -7.1920 13.4434 0.02
H -26.6741 -9.4935 12.0709 0.12
H -26.0768 -8.0119 12.2040 0.11
H -28.2407 -8.8401 10.7608 -0.23
C -30.9151 -4.8854 12.7657 -0.03
C -31.3118 -6.2663 13.2259 -0.45
C -30.0083 -7.0749 13.1778 -0.08
C -29.0816 -6.8748 14.4264 -0.25
C -29.8764 -7.1638 15.7625 -0.08
C -31.0944 -6.2536 15.8646 -0.47
N -31.9120 -6.4291 14.5804 -0.09
O -33.1344 -5.7856 14.6914 -0.02
C -31.8660 -6.7842 17.0984 -0.03
C -30.7246 -4.8106 16.0600 -0.02
C -32.3217 -6.8917 12.1936 -0.02
H -29.9137 -4.5505 13.0360 0.08
H -31.5827 -4.1588 13.2288 0.08
H -30.9995 -4.6664 11.7013 0.09
H -30.1889 -8.1272 12.9584 0.13
H -29.3195 -6.7007 12.4203 0.06
H -28.7182 -5.8476 14.4548 0.08
H -28.1606 -7.4578 14.4211 -0.02
H -29.1900 -7.1555 16.6091 0.12
H -30.1245 -8.2213 15.6718 0.13
H -32.0381 -7.8528 16.9697 0.08
H -31.2935 -6.6864 18.0208 0.08
H -32.8172 -6.2763 17.2578 0.08
H -30.3418 -4.7635 17.0795 0.10
H -30.0663 -4.4431 15.2728 0.08
H -31.5729 -4.1357 15.9459 0.08
H -31.9320 -6.8147 11.1786 0.07
H -33.2858 -6.3843 12.2251 0.07
H -32.4898 -7.9444 12.4207 0.08
H -32.9335 -4.8508 14.6055 0.07
O -26.3967 -8.2829 9.7100 -0.02
H -26.7180 -8.3979 10.6043 -0.12
H -26.5773 -7.3653 9.5063 0.05
O -24.8626 -7.3530 13.6008 0.17
H -24.6532 -7.3230 12.6673 0.13
H -24.2491 -7.9917 13.9640 0.16
O -27.8703 -8.7967 15.7900 -0.10
H -26.9300 -8.7173 15.9506 0.05
H -28.2427 -7.9872 16.1396 0.00
O -27.1236 -5.5688 14.9552 -0.02
H -27.6797 -5.7726 14.2033 -0.07
H -26.3187 -5.2210 14.5712 0.09
O -27.7686 -5.4512 12.8275 -0.04
H -28.1026 -5.8847 12.0422 -0.17
H -26.8918 -5.1546 12.5833 0.11
O -26.0494 -7.5527 15.0971 -0.11
H -25.4646 -7.4182 14.3514 -0.34
H -26.6314 -6.7928 15.0857 -0.09
O -27.9756 -11.1299 12.0422 -0.04
H -27.0396 -10.9378 11.9848 0.02
H -28.3800 -10.5477 11.3990 -0.17
O -28.5970 -6.3237 11.0845 0.03
H -28.5158 -7.2131 11.4290 -0.09
H -28.0175 -6.3075 10.3229 0.12
O -28.2914 -9.7798 10.5267 0.25
H -27.9174 -10.3290 9.8377 0.20
H -29.0549 -9.3705 10.1194 0.22
```

Output
ΔE to the lowest compared entry with this formula, charge and spin in eV: 30.944
Total energy in eV: -36085.14054
Charge: 0
Frontier orbital gap in eV: 6.578



No. 6
# C4H3ClNS

The ion C4H3ClNS with charge -1 (ωB97M-V/def2-TZVPD, the Open Molecules 2025 dataset).

XYZ file:
```
10
Properties=species:S:1:pos:R:3:lowdin_charge:R:1
C -0.2438 0.8801 0.5589 -0.25
C -0.9598 0.8392 -0.5589 -0.26
C 0.5677 -0.3186 0.6712 -1.15
C 0.1499 -1.0811 -0.6063 -0.62
N -0.8200 -0.3404 -1.2100 -0.07
S 1.9153 -0.4454 -0.6323 0.61
Cl 0.8611 -0.8160 2.2474 0.61
H -0.2366 1.6470 1.1727 0.02
H -1.4105 1.7159 -0.9284 0.07
H 0.1767 -2.0808 -0.7143 0.04
```

Output
ΔE to the lowest compared entry with this formula, charge and spin in eV: 1.462
Total energy in eV: -29043.48788
Charge: -1
Frontier orbital gap in eV: 6.117